Formula: C3H5Br2NO2
Source: the Open Molecules 2025 dataset
Level of theory: the ωB97M-V functional and the def2-TZVPD basis

- E_HOMO (spin up / spin down): -0.3338 / -0.3337 hartree
- Relative energy (zero: lowest compared OMol25 entry of this formula, charge and spin): 435.92 kJ/mol
- Frontier orbital gap (spin up / spin down): 8.79 / 8.79 eV

Last column: Löwdin charge in e.
Element x y z (Å)
C: -1.638 -0.030 -0.877  -0.136
C: -0.655 -0.018 0.279  -0.361
C: 0.723 -0.078 -0.333  -1.162
N: 1.921 0.091 1.425  -0.362
O: 2.399 -0.930 1.704  0.059
O: 1.941 1.219 1.836  0.039
Br: 1.388 -1.613 -1.182  0.761
Br: 1.162 1.504 -1.281  0.740
H: -1.653 -0.939 -1.280  0.007
H: -1.539 0.765 -1.731  0.110
H: -2.598 -0.006 -0.396  0.073
H: -0.631 -0.853 1.092  0.158
H: -0.820 0.889 0.744  0.073

---

Formula: C3H5Br2NO2
Source: the Open Molecules 2025 dataset
Level of theory: the ωB97M-V functional and the def2-TZVPD basis

- E_HOMO (spin up / spin down): -0.2922 / -0.3855 hartree
- Multiplicity: 3
- Relative energy (zero: lowest compared OMol25 entry of this formula, charge and spin): 0.00 kJ/mol
- Expectation value of S²: 2.008
- Frontier orbital gap (spin up / spin down): 8.56 / 8.98 eV

Last column: Löwdin spin population.
Element x y z (Å)
C: 0.331 -0.755 1.881  0.025
C: -0.239 -0.057 0.697  0.048
C: 0.504 -0.396 -0.633  0.630
N: -0.826 1.483 -2.192  0.452
O: -0.091 2.243 -2.643  0.275
O: -1.847 0.979 -2.492  0.285
Br: 2.144 0.412 -0.763  0.136
Br: 0.284 -2.007 -1.503  0.135
H: 1.341 -0.375 1.719  0.002
H: 0.112 -1.891 1.972  0.001
H: -0.169 -0.370 2.744  0.003
H: -0.233 1.035 0.752  0.005
H: -1.311 -0.301 0.461  0.004

---

Formula: C3H5Br3Si
Source: the Open Molecules 2025 dataset
Level of theory: the ωB97M-V functional and the def2-TZVPD basis

- E_HOMO: -0.3565 hartree
- Relative energy (zero: lowest compared OMol25 entry of this formula, charge and spin): 66.88 kJ/mol
- Frontier orbital gap: 9.70 eV

Last column: Löwdin charge in e.
Element x y z (Å)
C: 2.304 0.553 0.474  0.004
C: 1.165 -0.090 0.538  -0.276
C: 0.035 -0.181 -0.466  -0.321
Si: -2.027 0.147 -0.268  -0.615
Br: -2.764 -1.916 -0.784  0.272
Br: -2.606 0.433 1.846  0.304
Br: -3.173 1.532 -1.551  0.317
H: 2.702 0.945 -0.409  0.045
H: 2.987 0.452 1.264  0.042
H: 0.898 -0.746 1.341  0.087
H: 0.104 -1.333 -0.518  0.067
H: 0.376 0.204 -1.469  0.076

---

Formula: C3H5BrCl2O
Source: the Open Molecules 2025 dataset
Level of theory: the ωB97M-V functional and the def2-TZVPD basis

- E_HOMO: -0.3637 hartree
- Relative energy (zero: lowest compared OMol25 entry of this formula, charge and spin): 0.00 kJ/mol
- Frontier orbital gap: 10.49 eV

Last column: Löwdin charge in e.
Element x y z (Å)
C: 0.578 -0.947 -0.125  -0.183
C: 0.510 0.478 0.504  -1.265
Cl: 0.243 0.574 2.208  0.642
Cl: 1.906 1.427 0.066  0.646
C: -0.930 1.287 -0.205  -0.884
O: -1.120 2.524 0.197  -0.087
Br: -2.406 0.028 -0.315  0.716
H: -0.277 -1.572 0.242  0.060
H: 1.459 -1.477 0.016  0.051
H: 0.457 -0.746 -1.138  0.043
H: -0.534 1.368 -1.273  0.103
H: -1.580 2.512 1.128  0.159

---

Formula: C3H5BrFN
Source: the Open Molecules 2025 dataset
Level of theory: the ωB97M-V functional and the def2-TZVPD basis

- E_HOMO (spin up / spin down): -0.3159 / -0.3084 hartree
- Relative energy (zero: lowest compared OMol25 entry of this formula, charge and spin): 441.49 kJ/mol
- Frontier orbital gap (spin up / spin down): 7.99 / 7.80 eV

Last column: Löwdin charge in e.
Element x y z (Å)
C: -1.580 0.702 0.530  0.024
C: -0.827 0.025 -0.306  -0.286
C: 0.138 -1.076 -0.190  0.004
N: 1.677 0.337 -0.601  -0.559
F: 1.273 1.358 0.108  -0.188
Br: 3.177 -0.357 0.187  0.618
H: -2.479 1.215 0.261  0.059
H: -1.507 0.534 1.597  0.064
H: -0.902 0.274 -1.340  0.091
H: 0.550 -1.570 -1.081  0.080
H: 0.479 -1.443 0.835  0.093

---

Formula: C3H5BrN2P
Source: the Open Molecules 2025 dataset
Level of theory: the ωB97M-V functional and the def2-TZVPD basis

- E_HOMO (spin up / spin down): -0.3896 / -0.5337 hartree
- Net charge: +1
- Multiplicity: 3
- Relative energy (zero: lowest compared OMol25 entry of this formula, charge and spin): 34.38 kJ/mol
- Expectation value of S²: 2.016
- Frontier orbital gap (spin up / spin down): 5.98 / 8.29 eV

Last column: Löwdin spin population.
Element x y z (Å)
C: -0.325 2.097 0.931  0.486
C: -0.858 -0.283 -1.685  0.549
C: 0.036 -0.320 0.474  0.322
N: -0.441 -0.947 -0.655  0.247
N: -0.144 1.001 0.525  0.147
P: 1.210 -1.312 1.516  0.023
Br: -1.376 -1.239 -3.187  0.139
H: -0.308 3.164 1.082  0.036
H: -0.333 -2.034 -0.476  0.004
H: -0.789 0.806 -1.939  0.022
H: 1.088 -0.328 2.555  0.001
H: 2.239 -0.603 0.860  0.022

---

Formula: C3H5BrO
Source: the Open Molecules 2025 dataset
Level of theory: the ωB97M-V functional and the def2-TZVPD basis

- E_HOMO: -0.3677 hartree
- Relative energy (zero: lowest compared OMol25 entry of this formula, charge and spin): 17.17 kJ/mol
- Frontier orbital gap: 10.26 eV

Last column: Löwdin charge in e.
Element x y z (Å)
C: 1.142 -1.704 0.798  -0.412
C: -0.261 0.121 -0.550  -0.152
C: -0.174 -1.203 0.073  -0.566
O: 1.986 -0.985 1.172  0.074
Br: -1.236 -1.295 1.838  0.636
H: 1.070 -2.829 0.914  0.122
H: -1.229 0.232 -1.074  0.097
H: 0.415 0.336 -1.341  0.081
H: -0.143 0.927 0.076  0.049
H: -0.668 -1.892 -0.567  0.071

---

Formula: C3H5BrO
Source: the Open Molecules 2025 dataset
Level of theory: the ωB97M-V functional and the def2-TZVPD basis

- E_HOMO: -0.3298 hartree
- Relative energy (zero: lowest compared OMol25 entry of this formula, charge and spin): 492.15 kJ/mol
- Frontier orbital gap: 7.67 eV

Last column: Löwdin charge in e.
Element x y z (Å)
C: 0.930 0.168 0.445  -0.108
C: 0.384 -0.908 -0.530  -0.119
C: -0.078 0.468 -0.544  -0.737
O: -2.067 0.713 0.934  -0.234
Br: -0.380 1.804 -1.700  0.897
H: 0.560 0.044 1.482  0.131
H: 1.803 0.582 0.179  0.067
H: 0.939 -1.131 -1.424  0.096
H: -0.334 -1.793 -0.288  0.158
H: -1.757 0.055 1.447  -0.151

---

Formula: C3H5BrO
Source: the Open Molecules 2025 dataset
Level of theory: the ωB97M-V functional and the def2-TZVPD basis

- E_HOMO: -0.3583 hartree
- Relative energy (zero: lowest compared OMol25 entry of this formula, charge and spin): 180.68 kJ/mol
- Frontier orbital gap: 10.60 eV

Last column: Löwdin charge in e.
Element x y z (Å)
C: 0.716 -1.520 -0.593  -0.162
C: 1.189 -0.401 0.212  -0.839
C: -0.092 1.022 0.578  0.038
O: 1.030 -1.608 0.788  -0.053
Br: 2.937 0.329 -0.050  0.706
H: -0.338 -1.601 -0.828  0.108
H: 1.392 -2.026 -1.272  0.106
H: 0.274 1.862 0.020  0.025
H: -0.013 1.142 1.649  0.039
H: -1.037 0.622 0.261  0.033

---

Formula: C3H5BrO
Source: the Open Molecules 2025 dataset
Level of theory: the ωB97M-V functional and the def2-TZVPD basis

- E_HOMO (spin up / spin down): -0.3005 / -0.2989 hartree
- Multiplicity: 3
- Relative energy (zero: lowest compared OMol25 entry of this formula, charge and spin): 376.93 kJ/mol
- Expectation value of S²: 2.010
- Frontier orbital gap (spin up / spin down): 8.82 / 6.48 eV

Last column: Löwdin spin population.
Element x y z (Å)
C: 0.322 0.966 -0.429  0.020
C: -2.836 1.375 0.054  1.514
C: 1.423 -0.999 0.115  0.003
O: 1.057 0.041 -0.796  0.004
Br: -2.497 -0.390 -0.351  0.348
H: -0.108 1.077 0.617  0.003
H: -1.871 1.849 -0.397  0.106
H: 0.871 -0.809 1.020  0.001
H: 2.519 -1.138 0.457  0.000
H: 1.121 -1.972 -0.291  0.000

---

Formula: C3H5BrO4P
Source: the Open Molecules 2025 dataset
Level of theory: the ωB97M-V functional and the def2-TZVPD basis

- E_HOMO: -0.1783 hartree
- Net charge: -1
- Relative energy (zero: lowest compared OMol25 entry of this formula, charge and spin): 272.17 kJ/mol
- Frontier orbital gap: 7.74 eV

Last column: Löwdin charge in e.
Element x y z (Å)
C: -0.540 -0.556 1.159  -0.011
C: 0.798 1.102 0.103  -0.243
C: 1.488 0.002 -0.716  -0.613
O: -2.116 -2.161 -0.460  -0.363
O: -1.271 0.097 -1.339  -0.366
O: -2.676 0.193 0.770  -0.377
O: 0.251 0.543 1.292  -0.101
P: -1.839 -0.735 -0.266  0.124
Br: 3.258 -0.564 -0.262  0.599
H: -1.081 -0.832 2.076  0.085
H: 0.027 1.379 -0.474  0.052
H: 1.336 1.958 0.439  0.120
H: 1.512 0.429 -1.704  0.064
H: 0.853 -0.856 -0.617  0.030

---

Formula: C3H5BrS
Source: the Open Molecules 2025 dataset
Level of theory: the ωB97M-V functional and the def2-TZVPD basis

- E_HOMO: -0.3311 hartree
- Relative energy (zero: lowest compared OMol25 entry of this formula, charge and spin): 373.90 kJ/mol
- Frontier orbital gap: 8.73 eV

Last column: Löwdin charge in e.
Element x y z (Å)
C: 1.208 -1.432 -0.707  -0.538
C: -0.719 1.171 -0.161  -0.111
C: -0.114 1.295 0.981  -0.636
S: 0.280 -2.623 -1.153  0.748
Br: -0.942 2.093 2.555  0.578
H: 1.750 -1.143 -1.657  -0.047
H: -1.717 1.444 -0.065  0.029
H: -0.512 -2.549 -0.047  -0.106
H: -0.179 0.703 -0.955  0.031
H: 0.947 1.042 1.210  0.052

---

Formula: C3H5BrS
Source: the Open Molecules 2025 dataset
Level of theory: the ωB97M-V functional and the def2-TZVPD basis

- E_HOMO: -0.3249 hartree
- Relative energy (zero: lowest compared OMol25 entry of this formula, charge and spin): 129.78 kJ/mol
- Frontier orbital gap: 8.82 eV

Last column: Löwdin charge in e.
Element x y z (Å)
C: 0.421 -0.020 -1.254  -0.155
C: 0.078 -0.328 0.192  -0.770
S: 1.388 0.396 1.404  0.601
C: -0.771 0.431 1.070  -0.814
Br: -1.807 -0.418 2.348  0.736
H: 0.409 1.098 -1.418  0.092
H: -0.162 -0.697 -2.032  0.115
H: 1.408 -0.378 -1.475  0.048
H: 0.095 -1.484 0.273  0.125
H: -1.058 1.401 0.893  0.021

---

Formula: C3H5BrS
Source: the Open Molecules 2025 dataset
Level of theory: the ωB97M-V functional and the def2-TZVPD basis

- E_HOMO: -0.3449 hartree
- Relative energy (zero: lowest compared OMol25 entry of this formula, charge and spin): 176.62 kJ/mol
- Frontier orbital gap: 8.44 eV

Last column: Löwdin charge in e.
Element x y z (Å)
S: -1.310 2.384 -0.001  0.610
C: -1.796 1.023 0.806  -1.134
Br: -2.117 -0.779 0.301  0.669
H: -1.799 1.088 1.908  -0.012
C: 0.979 -0.023 -0.530  -0.166
C: 1.350 -1.290 -0.462  -0.084
H: 1.503 0.828 -0.157  0.038
H: 0.047 0.306 -1.076  -0.005
H: 0.911 -2.145 -0.932  0.045
H: 2.232 -1.391 0.142  0.041

---

Formula: C3H5Cl
Source: the Open Molecules 2025 dataset
Level of theory: the ωB97M-V functional and the def2-TZVPD basis

- E_HOMO: -0.3701 hartree
- Relative energy (zero: lowest compared OMol25 entry of this formula, charge and spin): 233.81 kJ/mol
- Frontier orbital gap: 8.81 eV

Last column: Löwdin charge in e.
Element x y z (Å)
C: -1.044 0.602 -0.620  -0.023
C: -0.296 -0.192 0.054  -0.324
C: 1.105 -0.086 0.315  -0.136
Cl: -1.431 -2.114 1.098  -0.001
H: -2.172 0.717 -0.710  0.106
H: -0.671 1.270 -1.346  0.068
H: 1.318 -0.668 1.236  0.087
H: 1.792 -0.538 -0.456  0.106
H: 1.400 1.010 0.429  0.117

---

Formula: C3H5Cl
Source: the Open Molecules 2025 dataset
Level of theory: the ωB97M-V functional and the def2-TZVPD basis

- E_HOMO (spin up / spin down): -0.2834 / -0.3731 hartree
- Multiplicity: 3
- Relative energy (zero: lowest compared OMol25 entry of this formula, charge and spin): 148.91 kJ/mol
- Expectation value of S²: 2.004
- Frontier orbital gap (spin up / spin down): 8.85 / 9.82 eV

Last column: Löwdin spin population.
Element x y z (Å)
C: 0.073 -0.922 0.131  0.117
C: 0.098 0.218 -0.901  0.084
C: 1.163 0.065 0.107  0.639
Cl: 2.766 0.147 -0.002  0.205
H: -0.626 -0.950 0.868  0.036
H: 0.210 -2.018 -0.093  0.013
H: 0.550 -0.099 -1.928  0.016
H: -0.736 0.833 -0.775  0.015
H: 0.141 0.881 2.540  0.875

---

Formula: C3H5Cl2O3S
Source: the Open Molecules 2025 dataset
Level of theory: the ωB97M-V functional and the def2-TZVPD basis

- E_HOMO: -0.2015 hartree
- Net charge: -1
- Relative energy (zero: lowest compared OMol25 entry of this formula, charge and spin): 48.29 kJ/mol
- Frontier orbital gap: 8.70 eV

Last column: Löwdin charge in e.
Element x y z (Å)
C: -0.686 -0.812 1.083  -0.128
C: -0.086 0.295 0.173  -0.916
Cl: 0.215 1.789 1.145  0.624
C: -0.875 0.637 -1.043  -0.661
Cl: -2.486 1.221 -0.657  0.566
S: 1.669 -0.235 -0.295  0.329
O: 2.202 0.810 -1.117  -0.357
O: 1.387 -1.507 -0.995  -0.382
O: 2.266 -0.315 0.987  -0.361
H: -0.230 -0.607 2.053  0.058
H: -0.453 -1.866 0.869  0.088
H: -1.709 -0.595 1.132  0.017
H: -0.958 -0.118 -1.826  0.093
H: -0.256 1.303 -1.509  0.031

---

Formula: C3H5Cl3OSi
Source: the Open Molecules 2025 dataset
Level of theory: the ωB97M-V functional and the def2-TZVPD basis

- E_HOMO (spin up / spin down): -0.1935 / -0.4157 hartree
- Multiplicity: 3
- Relative energy (zero: lowest compared OMol25 entry of this formula, charge and spin): 131.86 kJ/mol
- Expectation value of S²: 2.006
- Frontier orbital gap (spin up / spin down): 5.80 / 9.25 eV

Last column: Löwdin spin population.
Element x y z (Å)
C: -0.506 -0.963 2.189  0.075
C: 0.640 -0.252 1.713  0.684
C: 1.734 0.474 1.795  0.829
O: 0.239 -1.358 0.959  0.280
Si: -0.795 0.395 -2.936  0.000
Cl: -1.356 1.290 -1.150  0.004
Cl: -0.196 1.720 -4.366  0.000
Cl: -2.420 -0.610 -3.780  0.000
H: -0.494 -1.753 2.893  0.014
H: -1.482 -0.602 1.978  0.007
H: 1.781 1.445 2.314  0.056
H: 0.520 -0.224 -2.518  0.000
H: 2.334 0.438 0.910  0.052

---

Formula: C3H5ClFN
Source: the Open Molecules 2025 dataset
Level of theory: the ωB97M-V functional and the def2-TZVPD basis

- E_HOMO: -0.3573 hartree
- Relative energy (zero: lowest compared OMol25 entry of this formula, charge and spin): 34.67 kJ/mol
- Frontier orbital gap: 10.56 eV

Last column: Löwdin charge in e.
Element x y z (Å)
N: -1.448 0.404 -0.617  0.062
C: -0.224 -0.258 -0.386  -0.371
C: 0.279 -0.527 1.080  -0.031
C: 0.966 0.437 0.115  -0.822
F: 0.810 1.841 0.365  -0.050
Cl: 2.587 0.092 -0.419  0.702
H: -1.398 0.980 -1.456  0.094
H: -2.152 -0.305 -0.703  0.078
H: 0.130 -1.066 -1.049  0.131
H: -0.358 -0.097 1.802  0.090
H: 0.808 -1.500 1.268  0.116

---

Formula: C3H5ClN2
Source: the Open Molecules 2025 dataset
Level of theory: the ωB97M-V functional and the def2-TZVPD basis

- E_HOMO: -0.3221 hartree
- Relative energy (zero: lowest compared OMol25 entry of this formula, charge and spin): 85.24 kJ/mol
- Frontier orbital gap: 9.66 eV

Last column: Löwdin charge in e.
Element x y z (Å)
H: 0.932 -1.086 2.610  0.055
N: 1.739 -0.722 2.044  0.059
C: 1.335 -0.380 0.902  -0.341
N: 0.037 -0.294 0.393  -0.009
C: -0.352 0.262 -0.843  -0.243
C: -1.549 0.712 -1.277  -0.572
Cl: -1.727 1.105 -2.975  0.553
H: 2.198 0.098 0.334  0.136
H: -0.699 -0.706 0.943  0.132
H: 0.520 0.051 -1.554  0.133
H: -2.433 0.960 -0.578  0.097